#i
Molecular formula: C12H15N
Method: DFT, the ωB97M-V functional and the def2-TZVPD basis

Charge = 0
E_HOMO = -7.478 eV
Molar mass = 173.26 g mol⁻¹
HOMO-LUMO gap = 8.405 eV
Structure (SMILES) = c1ccc2c(c1)NC[C@@H]1CCC[C@H]21

Last column: Mulliken charge in e.
Geometry (Å):
C1 0.684 1.262 -2.901  -0.5561
C2 1.946 1.003 -2.315  -0.4972
C3 2.016 0.363 -1.022  -0.6284
C4 0.792 -0.026 -0.355  0.0358
C5 -0.453 -0.030 -1.016  0.3101
C6 -0.467 0.749 -2.251  -0.6925
N1 -1.539 -0.815 -0.613  -0.1504
C7 -1.212 -1.959 0.200  -1.0868
C8 -0.453 -1.336 1.394  0.0787
C9 -1.302 -0.595 2.407  -0.7829
C10 -0.694 0.853 2.609  -0.6840
C11 0.534 1.022 1.775  -0.6311
C12 0.804 -0.330 1.047  0.0542
H1 0.669 1.819 -3.840  0.3638
H2 2.763 1.184 -2.950  0.4274
H3 2.936 0.477 -0.391  0.2739
H4 -1.449 0.879 -2.644  0.3486
H5 -2.448 -0.794 -1.124  0.2852
H6 -0.632 -2.670 -0.315  0.3347
H7 -2.216 -2.317 0.267  0.4316
H8 -0.081 -2.219 1.932  0.4370
H9 -2.233 -0.343 1.915  0.2269
H10 -1.393 -1.075 3.395  0.3351
H11 -1.406 1.593 2.266  0.2825
H12 -0.529 1.034 3.668  0.3136
H13 0.551 1.744 0.882  0.3034
H14 1.429 1.429 2.382  0.3009
H15 1.649 -0.883 1.417  0.5659

=====

#ii
Molecular formula: C12H15N
Method: DFT, the ωB97M-V functional and the def2-TZVPD basis

Charge = 0
E_HOMO = -8.417 eV
Molar mass = 173.26 g mol⁻¹
HOMO-LUMO gap = 9.361 eV
Structure (SMILES) = CN[C@H]1C[C@@H]2C[C@H]1c1ccccc12

Last column: Mulliken charge in e.
Geometry (Å):
C1 -2.956 1.570 -0.048  -1.0356
N1 -2.061 0.723 -0.796  -0.3351
C2 -1.492 -0.606 -0.117  -0.3401
C3 -0.499 -1.353 -1.088  -0.5682
C4 0.574 -1.870 -0.168  0.0425
C5 0.110 -1.850 1.133  -0.6248
C6 -0.460 -0.379 1.133  0.0108
C7 0.618 0.480 0.495  0.4099
C8 0.989 1.679 0.580  -0.4640
C9 2.386 1.919 0.130  -0.4145
C10 3.146 0.899 -0.398  -0.5816
C11 2.720 -0.459 -0.577  -0.8396
C12 1.486 -0.670 0.040  -0.2664
H1 -3.327 2.382 -0.770  0.2791
H2 -3.785 1.111 0.314  0.4356
H3 -2.508 1.892 0.827  0.3529
H4 -2.553 0.354 -1.695  0.2584
H5 -2.416 -1.122 0.367  0.3515
H6 0.230 -0.543 -1.745  0.2481
H7 -1.028 -2.237 -1.791  0.2919
H8 1.135 -2.870 -0.653  0.3581
H9 -0.650 -2.601 1.688  0.2995
H10 1.027 -1.872 1.897  0.2982
H11 -1.065 -0.060 2.040  0.4224
H12 0.349 2.568 0.927  0.2894
H13 2.639 2.998 0.103  0.3161
H14 4.007 1.175 -0.973  0.3536
H15 3.382 -1.262 -0.854  0.4516

=====

Least stable structure: #ii

=====

#i
Molecular formula: C4H7F2N
Method: DFT, the ωB97M-V functional and the def2-TZVPD basis

Charge = 0
E_HOMO = -10.091 eV
Molar mass = 107.10 g mol⁻¹
HOMO-LUMO gap = 10.476 eV
Structure (SMILES) = [H]/N=C\C=C.FCF

Last column: Mulliken charge in e.
Geometry (Å):
H1 0.087 -1.280 -1.468  0.2609
N1 0.621 -1.484 -0.679  -0.7096
C1 1.341 -0.666 -0.049  -0.0687
C2 1.366 0.699 -0.574  -0.0801
C3 1.356 1.797 0.130  -0.6720
H2 1.719 -1.019 0.954  0.3692
H3 1.106 0.751 -1.590  0.2949
H4 1.057 2.826 -0.235  0.2251
H5 1.437 1.715 1.138  0.3090
F1 -3.111 -1.497 0.377  -0.3035
C4 -1.988 -0.614 0.490  0.3942
F2 -2.432 0.463 -0.050  -0.1971
H6 -1.564 -0.598 1.533  0.1604
H7 -0.994 -1.093 0.022  0.0172

=====

#ii
Molecular formula: C4H7F2N
Method: DFT, the ωB97M-V functional and the def2-TZVPD basis

Charge = 0
E_HOMO = -9.584 eV
Molar mass = 107.10 g mol⁻¹
HOMO-LUMO gap = 10.329 eV
Structure (SMILES) = NC/C=C\C(F)F

Last column: Mulliken charge in e.
Geometry (Å):
N1 -1.529 -1.262 -1.881  -0.6206
C1 -0.409 -0.297 -1.705  -0.3760
C2 0.632 -0.979 -0.806  -0.3529
C3 0.954 -0.529 0.396  -0.3486
C4 0.152 0.435 1.177  0.3800
F1 -0.077 1.599 0.495  -0.2593
F2 0.710 0.796 2.332  -0.2611
H1 -2.110 -1.083 -2.720  0.2305
H2 -2.215 -1.217 -1.122  0.2132
H3 0.053 -0.085 -2.707  0.3144
H4 -0.669 0.651 -1.180  0.3011
H5 1.138 -1.827 -1.293  0.3216
H6 1.748 -0.997 1.014  0.3443
H7 -0.913 0.056 1.354  0.1135

=====

Least stable structure: #i